The following is a quantum chemistry calculation of C24H19ClF3MnP as an isolated structure, from the OMol25 dataset.

Atoms and positions in Å:
Mn1 -1.165877 -1.598874 -1.043366
C1 -2.872195 -3.255327 -0.750620
C2 -3.302231 -2.015808 -0.245594
C3 -3.406726 -1.118994 -1.340717
C4 -3.019342 -1.803558 -2.500750
C5 -2.698894 -3.128737 -2.135676
H1 -2.748010 -4.161130 -0.177893
H2 -3.607136 -1.812290 0.768354
H3 -3.830647 -0.129754 -1.307595
H4 -3.071404 -1.410087 -3.503438
H5 -2.396418 -3.914900 -2.810726
Cl1 -2.820271 1.710358 0.578934
C6 -1.706691 1.554915 1.901947
C7 -2.081586 2.127959 3.105879
C8 -1.226595 2.063984 4.194787
C9 -0.000774 1.436974 4.070584
C10 0.363861 0.859885 2.861600
C11 -0.474568 0.902169 1.747801
P1 0.020943 0.083730 0.170519
C12 1.702379 -0.506304 0.556000
C13 1.792296 -1.726825 1.225731
C14 3.027384 -2.258092 1.560905
C15 4.188448 -1.578563 1.212518
C16 4.105777 -0.375810 0.526250
C17 2.866371 0.160565 0.196521
C18 0.280617 1.510891 -0.941142
C19 0.725414 2.742053 -0.463342
C20 0.914156 3.805375 -1.335075
C21 0.657400 3.646974 -2.691198
C22 0.212739 2.425042 -3.174273
C23 0.022952 1.361384 -2.301251
H6 -3.042234 2.620190 3.183145
H7 -1.523152 2.508400 5.138156
H8 0.677795 1.393813 4.912894
H9 1.324351 0.373186 2.777946
H10 0.887971 -2.270315 1.472785
H11 3.085667 -3.207301 2.077690
H12 5.156762 -1.994326 1.464864
H13 5.009937 0.146564 0.238385
H14 2.815605 1.091819 -0.353246
H15 0.915381 2.874538 0.596600
H16 1.258813 4.759906 -0.954201
H17 0.802445 4.478957 -3.369651
H18 0.008131 2.298972 -4.230382
H19 -0.318219 0.416154 -2.679094
F1 0.316568 -3.285428 -3.146015
C24 0.344070 -2.447318 -2.119213
F2 0.204550 -3.324987 -0.935396
F3 1.624187 -2.030028 -2.030941

Forces on atoms 1 to 3 (eV/Å):
Mn -1.864 -1.515 -1.202
C -0.032 -0.070 0.208
C 0.093 0.328 0.301

Calculated values
Relative energy (zero: lowest compared OMol25 entry of this formula, charge and spin) = 126.7 kJ/mol
2S+1 = 2